# 1
{"formula": "C4H4N2O2", "method": "ωB97M-V with the def2-TZVPD basis set", "e_above_lowest_kcal_mol": 219.3, "lumo_energy_ev": -0.57, "gap_ev": 7.9369, "charge": 0, "e_tot_ev": -11279.0314, "species": ["C", "C", "C", "C", "H", "H", "H", "H", "N", "N", "O", "O"], "coordinates": [[0.68, -0.08, 1.13], [-0.51, -0.58, 0.52], [-1.60, -1.29, -0.14], [-0.42, -0.02, -0.78], [2.20, 2.81, -0.55], [1.27, -0.26, 2.03], [-1.14, -2.30, -0.59], [-2.65, -1.25, 0.08], [1.25, 0.78, 0.20], [0.49, 0.74, -0.98], [1.77, 2.02, 0.53], [-1.33, -0.57, -1.44]]}

=====

# 2
{"formula": "C12H9Cl3CoGeNO2S", "method": "ωB97M-V with the def2-TZVPD basis set", "spin_multiplicity": 3, "e_above_lowest_kcal_mol": 0.0, "lumo_energy_ev": [-2.37, -1.02], "gap_ev": [6.8730, 8.0229], "charge": 0, "e_tot_ev": -160724.2273, "species": ["Co", "S", "C", "C", "C", "C", "C", "N", "H", "H", "H", "H", "O", "C", "O", "C", "C", "C", "C", "C", "C", "H", "H", "H", "H", "H", "Cl", "Ge", "Cl", "Cl"], "coordinates": [[11.75, 9.81, 6.09], [13.27, 8.43, 7.00], [12.17, 7.25, 6.29], [12.28, 5.87, 6.27], [11.29, 5.15, 5.61], [10.21, 5.80, 5.02], [10.17, 7.18, 5.06], [11.13, 7.88, 5.71], [13.12, 5.36, 6.69], [11.37, 4.08, 5.54], [9.44, 5.27, 4.48], [9.36, 7.74, 4.62], [9.66, 12.16, 3.86], [9.73, 11.55, 4.89], [10.89, 11.30, 5.48], [8.54, 10.84, 5.48], [7.28, 11.20, 5.00], [6.13, 10.62, 5.48], [6.23, 9.64, 6.45], [7.49, 9.19, 6.86], [8.62, 9.82, 6.40], [7.24, 12.00, 4.26], [5.18, 10.94, 5.08], [5.36, 9.17, 6.87], [7.57, 8.34, 7.53], [9.57, 9.46, 6.72], [13.09, 11.37, 3.02], [13.73, 10.19, 4.64], [15.27, 11.20, 5.76], [14.53, 8.40, 3.82]]}

=====

# 3
{"formula": "C5H12O", "method": "ωB97M-V with the def2-TZVPD basis set", "e_above_lowest_kcal_mol": 96.5, "lumo_energy_ev": [1.19, 1.16], "gap_ev": [8.0686, 8.1112], "charge": 0, "e_tot_ev": -7423.1260, "species": ["C", "C", "C", "O", "C", "C", "H", "H", "H", "H", "H", "H", "H", "H", "H", "H", "H", "H"], "coordinates": [[-1.04, 0.72, -2.28], [-0.50, 1.48, -1.07], [-0.22, 0.60, 0.10], [1.02, 0.28, 0.33], [1.47, -0.56, 1.24], [0.58, -0.96, 2.35], [-1.25, 1.41, -3.11], [-1.96, 0.19, -2.02], [-0.31, -0.02, -2.62], [-1.23, 2.23, -0.77], [0.41, 2.01, -1.36], [-0.98, 0.25, 0.78], [-0.11, -1.83, -0.58], [2.55, -0.58, 1.28], [0.54, -2.02, -0.23], [1.14, -1.57, 3.07], [-0.29, -1.54, 2.01], [0.18, -0.08, 2.88]]}

=====

# 4
{"formula": "C11H12F3N6O4ReS", "method": "ωB97M-V with the def2-TZVPD basis set", "spin_multiplicity": 2, "e_above_lowest_kcal_mol": 8.9, "lumo_energy_ev": [-4.79, -5.16], "gap_ev": [7.3953, 7.0283], "charge": 1, "e_tot_ev": -49846.2311, "species": ["Re", "C", "C", "N", "N", "C", "N", "S", "C", "C", "C", "C", "C", "N", "H", "H", "H", "H", "H", "H", "H", "H", "H", "N", "N", "C", "O", "O", "H", "H", "H", "F", "C", "F", "F", "C", "O", "O"], "coordinates": [[-0.17, 0.32, 0.14], [3.26, -2.32, -0.76], [2.14, -1.54, -0.17], [1.61, -0.49, -0.70], [2.09, -0.07, -1.92], [1.65, 1.11, -2.22], [1.98, 1.71, -3.36], [0.67, 2.04, -1.06], [1.52, -1.92, 1.10], [1.96, -2.99, 1.87], [1.29, -3.31, 3.03], [0.19, -2.55, 3.41], [-0.19, -1.49, 2.61], [0.45, -1.17, 1.47], [3.61, -1.84, -1.66], [2.91, -3.33, -1.00], [4.08, -2.41, -0.05], [2.54, 1.21, -4.04], [1.59, 2.60, -3.61], [2.81, -3.56, 1.54], [1.61, -4.14, 3.64], [-0.37, -2.77, 4.30], [-1.07, -0.90, 2.86], [0.17, 1.66, 1.89], [-1.10, 2.04, 2.37], [-2.21, 1.30, 1.94], [-3.27, 1.38, 2.49], [-1.95, 0.55, 0.87], [0.71, 1.20, 2.63], [0.68, 2.50, 1.62], [-1.16, 2.47, 3.27], [-1.68, -3.75, -2.96], [-1.69, -2.43, -2.79], [-2.96, -2.01, -2.77], [-1.08, -1.87, -3.84], [-0.98, -2.03, -1.48], [-0.45, -2.83, -0.75], [-1.04, -0.73, -1.30]]}

=====

# 5
{"formula": "C37H28Br4O3RuSSb", "method": "ωB97M-V with the def2-TZVPD basis set", "spin_multiplicity": 5, "lumo_energy_ev": [-2.96, -5.37], "gap_ev": [7.5230, 5.6344], "charge": 1, "e_tot_ev": -345080.1944, "species": ["Ru", "Br", "C", "C", "Br", "C", "Br", "C", "O", "C", "O", "C", "Br", "C", "C", "O", "S", "C", "C", "C", "C", "C", "C", "C", "C", "H", "H", "H", "H", "H", "H", "H", "C", "C", "C", "C", "C", "C", "C", "Sb", "C", "C", "C", "C", "C", "C", "C", "C", "C", "C", "C", "C", "C", "C", "H", "H", "H", "H", "H", "H", "H", "H", "H", "H", "H", "H", "H", "H", "H", "H", "H", "H", "H", "H", "H"], "coordinates": [[0.51, -1.00, 0.03], [4.79, 4.33, -1.28], [3.32, 3.18, -1.22], [2.05, 3.63, -1.74], [1.89, 5.36, -2.43], [0.95, 2.81, -1.70], [-0.74, 3.30, -2.32], [1.07, 1.53, -1.11], [0.09, 0.70, -1.03], [2.33, 1.10, -0.55], [2.35, -0.05, 0.02], [3.45, 1.94, -0.65], [5.06, 1.29, 0.06], [-7.21, -6.73, -5.92], [-6.14, -5.85, -5.32], [-5.56, -4.99, -5.91], [-5.93, -6.23, -3.57], [-4.69, -5.14, -2.96], [-4.74, -4.92, -1.58], [-3.81, -4.12, -0.96], [-2.79, -3.52, -1.72], [-2.74, -3.75, -3.11], [-3.67, -4.55, -3.72], [-1.83, -2.70, -1.11], [-1.00, -1.96, -0.56], [-7.25, -6.55, -6.99], [-8.17, -6.49, -5.47], [-6.99, -7.78, -5.72], [-5.53, -5.37, -1.00], [-3.85, -3.95, 0.10], [-1.96, -3.28, -3.69], [-3.62, -4.73, -4.79], [-0.42, 2.03, 5.42], [-0.97, 0.64, 5.60], [-1.51, 0.28, 6.83], [-2.02, -0.99, 7.07], [-1.99, -1.94, 6.06], [-1.45, -1.60, 4.83], [-0.94, -0.33, 4.60], [-0.14, -0.11, 2.64], [1.49, -1.52, 2.72], [1.52, -2.37, 1.61], [2.57, -3.24, 1.34], [3.64, -3.25, 2.22], [3.61, -2.44, 3.35], [2.55, -1.58, 3.63], [2.57, -0.76, 4.90], [0.87, 1.75, 2.42], [2.23, 1.91, 2.64], [2.85, 3.13, 2.40], [2.10, 4.19, 1.90], [0.75, 4.02, 1.65], [0.11, 2.81, 1.90], [-1.36, 2.66, 1.60], [-0.48, 2.59, 6.35], [-0.99, 2.59, 4.67], [0.62, 2.02, 5.09], [-1.54, 1.02, 7.63], [-2.43, -1.23, 8.03], [-2.38, -2.93, 6.23], [-1.43, -2.35, 4.04], [0.56, -2.59, 1.04], [2.55, -3.88, 0.48], [4.48, -3.90, 2.05], [4.43, -2.50, 4.05], [3.31, -1.16, 5.59], [1.60, -0.79, 5.40], [2.82, 0.28, 4.72], [2.83, 1.08, 2.98], [3.91, 3.25, 2.58], [2.57, 5.14, 1.70], [0.17, 4.84, 1.24], [-1.81, 3.63, 1.39], [-1.91, 2.22, 2.43], [-1.52, 2.03, 0.72]]}

=====

# 6
{"formula": "C2H4N2O2", "method": "ωB97M-V with the def2-TZVPD basis set", "smiles": "NC(=O)N1CO1", "e_above_lowest_kcal_mol": 89.5, "lumo_energy_ev": 0.85, "gap_ev": 11.0061, "charge": 0, "e_tot_ev": -9211.3406, "species": ["C", "C", "N", "N", "O", "O", "H", "H", "H", "H"], "coordinates": [[0.94, -0.17, 0.01], [-1.51, -0.74, -0.22], [-0.31, -0.53, 0.54], [1.21, 1.16, -0.05], [1.88, -0.94, -0.09], [-1.40, 0.46, 0.33], [-1.36, -0.88, -1.32], [-2.22, -1.35, 0.21], [0.57, 1.71, 0.54], [2.22, 1.28, 0.04]]}